# C30H46BrEuN3P2Se

A structure of composition C30H46BrEuN3P2Se (ωB97M-V/def2-TZVPD, the OMol25 dataset).

ORCA input file:
```
! wB97M-V def2-TZVPD RIJCOSX def2/J DEFGRID3
* xyz 2 8
Eu -2.362 1.265 2.858
Br -4.933 1.352 3.695
Se -1.687 1.761 5.590
P -1.411 -1.690 -1.618
P 1.919 -0.629 -0.106
N -1.125 -1.060 5.256
N 0.558 0.173 4.636
N 3.628 3.893 -2.902
C -1.529 2.987 -1.428
C 1.038 -1.120 4.774
C -1.044 -3.997 -3.334
C -2.435 -1.442 5.747
C -3.902 -3.172 -1.508
C 3.263 4.057 -1.628
C 1.386 1.338 4.373
C -0.023 -1.893 5.162
C 1.949 3.825 -1.200
C 3.733 -2.733 -1.033
C -2.770 1.255 -0.201
C -0.757 0.246 5.044
C 2.723 3.563 -3.828
C 3.226 0.222 -2.562
C -2.578 -2.887 -0.814
C -0.379 3.179 -1.812
C -3.813 0.866 0.694
C 1.924 -0.232 -1.926
C 1.386 3.306 -3.495
C 2.676 -2.327 -0.018
C -0.403 -2.723 -2.788
C 4.667 0.081 0.517
C -2.640 2.617 -0.565
C -3.494 3.575 0.017
C -4.334 1.891 1.467
C 3.211 0.503 0.600
C 0.990 3.448 -2.161
C -2.465 -0.647 -2.747
C -4.302 3.211 1.113
C -2.816 -1.190 -4.121
H 2.068 -1.384 4.601
H 3.055 3.479 -4.870
H -1.910 -3.785 -3.978
H -3.375 -0.396 -2.186
H -3.461 -2.075 -4.061
H 3.964 -3.796 -0.888
H 5.059 0.108 -0.506
H 3.078 0.328 -3.648
H 0.677 3.008 -4.264
H 1.689 3.951 -0.150
H -0.078 -2.946 5.381
H 2.919 0.612 1.658
H 4.674 -2.186 -0.907
H -2.448 -2.531 5.854
H -3.759 -3.686 -2.467
H 1.933 1.208 3.427
H -4.918 3.947 1.648
H 2.110 1.511 5.185
H 3.398 -2.617 -2.070
H -1.900 0.296 -2.836
H 3.066 1.490 0.135
H 1.807 -3.001 -0.097
H 1.524 -1.105 -2.463
H 1.167 0.566 -2.029
H 0.729 2.212 4.290
H -4.493 -2.263 -1.673
H -3.492 4.599 -0.381
H -2.005 -3.811 -0.646
H -4.487 -3.837 -0.859
H -2.099 0.490 -0.635
H -2.750 -2.435 0.179
H -0.098 -2.071 -3.624
H -1.927 -1.435 -4.712
H -0.302 -4.535 -3.946
H 4.034 4.373 -0.915
H -2.640 -0.974 6.718
H -4.055 -0.178 0.873
H 3.063 -2.430 1.006
H 5.275 0.781 1.103
H 4.837 -0.919 0.929
H 3.540 1.207 -2.194
H -3.214 -1.122 5.042
H 4.051 -0.486 -2.417
H 0.514 -2.991 -2.231
H -1.372 -4.675 -2.534
H -3.373 -0.411 -4.658
*
```

Lowest unoccupied orbital energy (alpha / beta) in eV: -5.7 / -8.9
HOMO (alpha / beta) in eV: -11.37 / -12.13
Largest force on an atom in hartree/bohr: 0.05501
Gap between HOMO and LUMO (alpha / beta) in eV: 5.7 / 3.2

Atom charges from the Mulliken analysis, given in e for atoms 1 to 5: 1.06 -0.36 -0.04 0.86 0.55